Computed, not measured: a single C7H10 molecule, with ωB97M-V/def2-TZVPD.

## Properties
energy: -7415.6518 eV
HOMO energy: -8.272 eV

ORCA input file:
```
! wB97M-V def2-TZVPD RIJCOSX def2/J DEFGRID3
* xyz 0 1
C 0.96 1.16 -0.05
C 0.52 -0.04 -0.90
C 1.53 -1.22 -0.75
C -0.74 -0.79 -0.62
C -1.12 -0.78 0.84
C -2.05 0.36 0.86
C -2.79 1.31 0.79
H 1.91 1.54 -0.42
H 0.22 1.96 -0.10
H 1.09 0.89 1.00
H 0.53 0.25 -1.96
H 2.49 -0.90 -1.16
H 1.67 -1.47 0.30
H 1.20 -2.11 -1.29
H -0.31 -0.61 1.58
H -1.67 -1.69 1.12
H -3.46 2.14 0.76
*
```

In elementary charge units, the Mulliken charges are: -1.3878, 0.6512, -1.3874, -0.6804, -0.2064, -0.6498, 0.1937, 0.4377, 0.3122, 0.2893, 0.3218, 0.3854, 0.3427, 0.4055, 0.2406, 0.3309, 0.4006